No. 1
C11H15N | the ωB97M-V functional and the def2-TZVPD basis

Each line ends with the natural charge from an NBO analysis.
Atoms and positions in Å:
C  1.74  -2.88  -0.52  -0.6304
C  1.65  -1.36  -0.51  -0.0777
C  2.81  -0.59  -0.54  -0.0320
N  2.45  0.65  -0.99  -0.5161
C  1.13  0.68  -1.35  0.1229
C  0.26  1.74  -1.74  -0.2235
C  -1.03  1.42  -2.10  -0.2322
C  -1.51  0.10  -1.88  -0.2288
C  -0.76  -0.90  -1.32  -0.2018
C  0.59  -0.61  -1.04  -0.0969
H  2.72  -3.12  -0.94  0.2139
H  0.86  -3.16  -1.09  0.2179
H  1.63  -3.43  0.43  0.2115
H  3.82  -0.95  -0.49  0.2118
H  3.08  1.27  -1.46  0.4043
H  0.60  2.76  -1.74  0.2102
H  -1.56  2.25  -2.58  0.2203
H  -2.49  -0.23  -2.21  0.2110
H  -1.20  -1.74  -0.79  0.2158
C  -1.64  0.97  2.12  -0.6174
C  -2.12  1.05  3.58  -0.6092
H  -1.86  -0.05  1.83  0.2074
H  -2.00  1.72  1.43  0.2084
H  -0.59  1.35  2.09  0.2057
H  -1.73  0.19  4.18  0.1973
H  -3.20  0.92  3.63  0.2035
H  -1.64  1.94  4.00  0.2040

The HOMO energy is -7.76 eV. As for the gap between HOMO and LUMO: 8.67 eV. For the LUMO energy, the calculation gives 0.9 eV. Its structure (SMILES) is Cc1c[nH]c2ccccc12.CC. As for the charge: 0.

---

No. 2
CH4INOS | the ωB97M-V functional and the def2-TZVPD basis

Each line ends with the natural charge from an NBO analysis.
Atoms and positions in Å:
C  -0.96  -0.75  0.06  -0.7610
S  0.65  0.16  -0.15  1.6883
N  0.50  1.14  1.01  -1.0917
O  1.99  -0.62  -0.36  -0.8613
I  0.15  1.30  -2.34  -0.1386
H  -1.58  -0.19  -0.63  0.2479
H  -1.05  -1.86  -0.11  0.2601
H  -1.15  -0.53  1.05  0.2488
H  1.46  1.35  1.47  0.4075

The HOMO energy is -9.73 eV. As for the gap between HOMO and LUMO: 8.46 eV. For the LUMO energy, the calculation gives -1.3 eV. Its structure (SMILES) is C[S@@](=N)(=O)I. As for the charge: 0.

---

No. 3
C21H40Cl3CoN2O4Si | the ωB97M-V functional and the def2-TZVPD basis

Each line ends with the Löwdin spin population.
Atoms and positions in Å:
C  0.44  0.53  -3.66  -0.0004
C  -0.37  1.53  -2.95  0.0010
H  0.01  0.29  -4.62  0.0000
H  0.41  -0.41  -3.11  -0.0004
H  1.48  0.83  -3.73  0.0000
C  -1.41  2.20  -3.46  0.0006
C  -1.95  1.99  -4.84  0.0001
H  -1.93  2.97  -2.89  0.0000
H  -1.69  1.03  -5.26  0.0000
H  -1.63  2.78  -5.52  0.0000
H  -3.04  2.00  -4.82  0.0000
Co  1.06  -0.73  -0.16  2.6919
Cl  2.83  0.64  0.13  0.0607
Cl  -0.20  -2.36  0.63  0.0695
H  1.21  -0.91  5.92  0.0000
H  3.61  -1.38  5.51  0.0000
C  0.91  -1.38  4.97  0.0001
C  3.31  -1.88  4.59  0.0002
N  2.07  -1.33  4.08  0.0000
H  0.07  -0.86  4.52  0.0000
C  1.97  -0.95  2.80  0.0029
O  0.95  -0.51  2.27  0.0187
H  4.10  -1.75  3.83  0.0000
H  2.94  -1.02  2.27  0.0005
H  0.64  -2.43  5.18  0.0000
H  3.22  -2.96  4.79  0.0000
H  -2.15  -0.81  -1.95  -0.0003
H  -3.62  1.64  -1.74  0.0000
C  -2.82  -1.10  -1.11  -0.0001
C  -4.14  0.96  -1.05  0.0001
N  -3.26  0.04  -0.35  0.0005
H  -2.34  -1.83  -0.45  0.0006
C  -2.87  0.31  0.92  0.0000
O  -2.05  -0.28  1.61  0.0005
H  -4.70  1.53  -0.30  0.0000
H  -3.46  1.18  1.29  0.0000
H  -3.74  -1.54  -1.55  0.0000
H  -4.87  0.37  -1.61  0.0000
O  -0.29  0.70  -0.66  0.0870
C  0.02  1.75  -1.49  0.0079
C  -1.70  3.17  -0.19  0.0003
C  -0.52  3.11  -0.93  0.0025
H  -2.17  2.25  0.15  0.0002
C  -2.29  4.41  0.07  0.0000
H  1.12  1.98  -1.54  0.0014
C  0.20  4.26  -1.21  0.0005
H  -3.26  4.44  0.56  0.0000
C  -1.60  5.57  -0.30  0.0000
C  -0.34  5.50  -0.89  0.0001
H  1.17  4.13  -1.69  0.0001
H  -2.05  6.54  -0.07  0.0000
H  0.21  6.40  -1.17  0.0000
Si  2.20  -4.02  -0.77  0.0036
Cl  1.90  -2.09  -1.93  0.0404
C  0.76  -5.02  -0.23  0.0020
C  3.51  -3.34  0.31  0.0020
C  3.00  -5.49  -1.67  0.0013
H  -0.12  -4.43  0.01  0.0021
H  1.10  -5.47  0.70  0.0000
H  0.48  -5.79  -0.94  0.0001
H  2.23  -6.12  -2.16  0.0000
H  3.43  -6.10  -0.85  0.0002
H  3.82  -5.24  -2.37  0.0001
H  3.27  -2.41  0.80  0.0016
H  4.40  -3.13  -0.27  0.0001
H  3.70  -4.07  1.09  0.0000
C  -0.43  1.99  3.17  0.0000
O  0.26  2.63  2.10  -0.0002
H  -1.05  1.15  2.83  0.0000
H  -1.07  2.77  3.60  0.0000
H  0.25  1.60  3.93  0.0000
H  0.89  1.98  1.80  -0.0002

The HOMO energy (alpha / beta) is -4.82 / -4.82 eV. As for the gap between HOMO and LUMO (alpha / beta): 7.35 / 7.35 eV. For the LUMO energy (alpha / beta), the calculation gives 2.5 / 2.5 eV. The spin multiplicity is 4. As for the charge: -1.

---

No. 4
C5H10N4O3S | the ωB97M-V functional and the def2-TZVPD basis

Each line ends with the natural charge from an NBO analysis.
Atoms and positions in Å:
H  -3.74  -1.75  -0.07  0.3292
N  -2.82  -1.91  -0.48  -0.5749
C  -2.12  -0.87  -0.63  0.0761
C  -2.52  0.52  -0.41  0.0249
N  -1.78  1.53  -0.16  -0.2078
N  -0.45  1.41  0.11  -0.2943
C  0.33  2.56  -0.29  -0.4135
C  0.06  0.43  0.89  0.6735
N  -0.66  -0.41  1.50  -0.7353
H  -0.17  -1.06  2.10  0.3664
O  1.44  0.45  0.98  -0.7086
S  2.16  -0.29  -0.28  2.3675
C  2.15  -2.00  0.25  -0.8743
O  3.49  0.20  -0.33  -0.9032
O  1.31  -0.15  -1.42  -0.9308
H  -1.13  -1.00  -1.07  0.1832
H  -3.57  0.77  -0.52  0.1967
H  -0.35  3.41  -0.35  0.2304
H  1.12  2.76  0.44  0.2147
H  0.79  2.38  -1.27  0.2142
H  1.12  -2.33  0.34  0.2552
H  2.67  -2.57  -0.51  0.2601
H  2.68  -2.06  1.20  0.2506

The HOMO energy is -8.86 eV. As for the gap between HOMO and LUMO: 9.10 eV. For the LUMO energy, the calculation gives 0.2 eV. Its structure (SMILES) is [H]/N=C\C=N/N(C)/C(=N/[H])OS(C)(=O)=O. As for the charge: 0.

---

No. 5
CN5O | the ωB97M-V functional and the def2-TZVPD basis

Each line ends with the natural charge from an NBO analysis.
Atoms and positions in Å:
C  -2.34  0.17  0.00  0.9772
N  3.56  0.56  0.02  0.1373
N  -1.12  0.08  -0.06  -0.3753
N  2.49  0.37  -0.01  -0.0768
N  0.94  -0.99  0.02  0.3135
N  -0.10  -0.60  0.00  0.2828
O  -3.44  0.42  0.04  -0.2586

The HOMO energy is -17.90 eV. As for the gap between HOMO and LUMO: 11.61 eV. For the LUMO energy, the calculation gives -6.3 eV. As for the charge: +1.

---

No. 6
C2H4O3 | the ωB97M-V functional and the def2-TZVPD basis

Each line ends with the natural charge from an NBO analysis.
Atoms and positions in Å:
O  -1.68  0.42  -0.46  -0.5715
C  -0.74  0.00  0.03  0.7317
O  -0.79  -0.68  1.21  -0.6838
C  0.51  0.23  -0.68  -0.1830
O  1.73  -0.49  -0.18  -0.7082
H  -1.78  -0.52  1.36  0.4988
H  0.61  -0.01  -1.79  0.2468
H  0.52  1.44  -0.45  0.2021
H  1.63  -0.38  0.95  0.4670

The HOMO energy is -10.50 eV. As for the gap between HOMO and LUMO: 10.99 eV. For the LUMO energy, the calculation gives 0.5 eV. Its structure (SMILES) is O=C(O)CO. As for the charge: 0.

---

No. 7
C45H50Br2N13O9Rb | the ωB97M-V functional and the def2-TZVPD basis

Each line ends with the Mulliken charge.
Atoms and positions in Å:
Rb  -0.93  0.53  1.41  0.1080
C  -1.81  3.62  -2.23  -1.5746
C  -0.31  3.68  -2.36  1.0851
N  0.30  4.66  -1.87  -0.5824
C  1.74  4.81  -1.73  -1.3552
C  2.66  3.58  -1.55  -0.7265
N  2.04  2.53  -0.78  1.2989
C  2.98  1.66  -0.11  -0.6386
C  3.61  0.59  -1.02  -0.6488
N  3.38  -0.78  -0.57  0.0342
C  2.45  -1.56  -1.36  -1.3274
C  1.02  -1.09  -1.14  3.0050
N  0.13  -1.72  -2.10  -0.4855
C  -0.21  -1.10  -3.15  0.4414
C  -1.15  -1.74  -4.13  -1.7028
C  0.29  0.27  -3.51  0.8762
C  1.26  0.41  -4.50  -0.3969
C  1.74  1.67  -4.80  -0.8718
C  1.24  2.75  -4.09  -0.9400
C  0.29  2.52  -3.10  0.6282
N  -0.21  1.31  -2.85  -0.0302
H  -2.17  4.52  -1.75  0.5020
H  -2.07  2.75  -1.63  0.0277
H  -2.29  3.49  -3.21  0.4114
H  1.86  5.42  -0.84  0.4363
H  2.12  5.41  -2.56  0.4042
H  3.57  3.97  -1.05  0.5750
H  2.99  3.18  -2.51  0.2982
H  1.34  2.89  -0.11  -0.2131
H  2.45  1.13  0.68  -0.2364
H  3.79  2.24  0.38  0.8149
H  4.69  0.76  -1.11  0.2901
H  3.19  0.72  -2.03  0.0430
H  4.23  -1.28  -0.39  0.3161
H  2.53  -2.61  -1.06  0.4093
H  2.68  -1.48  -2.44  0.2432
H  0.99  0.00  -1.19  -1.7969
H  0.69  -1.42  -0.15  -0.3147
H  -0.68  -1.82  -5.12  0.3729
H  -2.04  -1.13  -4.25  0.3660
H  -1.42  -2.73  -3.77  0.3990
H  1.64  -0.47  -5.01  0.4248
H  2.48  1.81  -5.57  0.3926
H  1.59  3.76  -4.28  0.5634
O  -0.48  4.78  4.98  -0.7615
C  -0.58  5.54  3.85  0.4833
C  -0.86  6.90  4.01  -0.6763
C  -0.97  7.71  2.89  -0.3240
C  -0.80  7.19  1.62  -0.8661
C  -0.53  5.83  1.47  -0.3948
C  -0.43  4.99  2.57  -0.3775
C  -0.19  3.49  2.34  -0.1627
O  0.05  3.16  1.08  -0.1681
N  0.93  3.11  3.29  -0.2657
N  1.15  1.75  3.29  0.0082
C  2.34  1.38  3.57  -0.8855
C  2.78  -0.01  3.65  0.3862
Br  1.73  -1.34  2.81  0.0815
C  3.94  -0.38  4.20  -0.8308
C  4.87  0.50  4.93  0.3598
C  4.44  1.46  5.85  -0.3237
C  5.35  2.26  6.52  -0.5878
C  6.71  2.11  6.31  -0.4089
C  7.16  1.13  5.42  -0.4556
C  6.25  0.33  4.75  -0.5293
H  -0.02  3.96  4.71  0.4772
H  -0.98  7.29  5.01  0.4091
H  -1.19  8.77  3.02  0.3430
H  -0.89  7.82  0.75  0.4138
H  -0.40  5.37  0.50  0.6459
H  -1.06  2.96  2.79  0.2156
H  1.76  3.62  3.00  0.2053
H  3.12  2.13  3.75  0.4797
H  4.24  -1.42  4.10  0.4551
H  3.38  1.57  6.04  0.5584
H  4.99  3.01  7.22  0.3773
H  7.42  2.73  6.83  0.3669
H  8.22  1.00  5.25  0.3598
H  6.60  -0.42  4.06  0.4160
N  -2.33  -2.40  -0.25  -0.3022
N  -3.51  -2.52  0.51  -0.0770
C  -3.73  -1.92  1.70  0.3671
N  -5.03  -1.78  2.03  -0.4746
N  -2.65  -1.56  2.39  -0.1747
N  -2.83  -0.94  3.58  0.8462
O  -1.89  -0.24  3.95  -0.5976
O  -3.84  -1.10  4.27  -0.7563
H  -2.18  -1.42  -0.50  0.0599
H  -1.53  -2.77  0.25  0.2522
H  -4.33  -2.59  -0.06  0.3480
H  -5.58  -1.46  1.22  0.2411
H  -5.19  -1.35  2.92  0.3279
O  1.95  -6.87  0.32  -0.7347
C  0.68  -6.83  0.76  0.4099
C  -0.02  -8.03  0.91  -0.7243
C  -1.33  -8.01  1.35  -0.1844
C  -1.96  -6.81  1.66  -0.8704
C  -1.26  -5.62  1.51  -0.2672
C  0.06  -5.61  1.07  -0.0604
C  0.81  -4.30  0.93  0.6621
O  2.04  -4.39  0.62  -0.9256
O  0.19  -3.24  1.18  -0.4865
H  2.20  -5.87  0.27  0.4248
H  0.48  -8.95  0.66  0.3990
H  -1.87  -8.94  1.46  0.3327
H  -2.99  -6.79  2.01  0.4009
H  -1.71  -4.67  1.76  0.5205
Br  -8.39  2.46  -4.03  -0.2484
C  -6.94  2.56  -2.80  0.0194
C  -6.31  3.78  -2.60  -0.2639
N  -5.29  3.92  -1.76  -0.5992
C  -4.88  2.84  -1.10  -0.4446
C  -5.45  1.58  -1.24  0.1075
C  -6.52  1.44  -2.11  -0.3678
C  -4.94  0.38  -0.44  0.3995
O  -5.70  -0.63  -0.44  -0.9560
O  -3.85  0.52  0.14  -0.2684
H  -6.63  4.66  -3.14  0.3596
H  -4.05  2.96  -0.42  0.8012
H  -6.99  0.47  -2.22  0.5552

The HOMO energy is -3.72 eV. As for the gap between HOMO and LUMO: 7.14 eV. For the LUMO energy, the calculation gives 3.4 eV. As for the charge: -2.

---

Respective ΔE to the lowest compared entry with this formula, charge and spin values: 1.520 1.279 0.000 1.344 0.700 1.920 0.002 eV.